[1]
This record from the OMol25 dataset describes a single C6H7NO molecule in a non-equilibrium geometry. The level of theory is the ωB97M-V functional and the def2-TZVPD basis.

```
! wB97M-V def2-TZVPD RIJCOSX def2/J DEFGRID3
* xyz 0 1
C 0.279 1.043 -0.746
C 1.356 0.007 -0.713
C 0.735 -1.343 0.082
C -0.531 -1.241 0.595
C -1.324 -0.051 0.258
C -0.172 0.913 0.622
H 2.213 0.641 -0.237
H 1.599 -0.418 -1.771
H 1.273 -2.314 0.366
H -0.857 -2.305 0.713
H -1.856 0.011 -0.806
H -1.921 1.797 0.704
H 0.493 0.543 1.544
N -1.441 1.101 1.170
O 0.155 1.617 -1.782
*
```

Results
- energy above the lowest of the compared OMol25 structures with the same formula, charge and spin (kJ/mol) = 537.7
- SMILES string = O=C1CC=C[C@H]2N[C@H]12
- DFT total energy (eV) = -9867.0848
- frontier orbital gap (eV) = 10.083
- largest force on an atom (eV/Å) = 4.58



[2]
This record from the OMol25 dataset describes a molecular structure, C31H54BrGeN5OSi3Zn. The level of theory is the ωB97M-V functional and the def2-TZVPD basis.

```
! wB97M-V def2-TZVPD RIJCOSX def2/J DEFGRID3
* xyz 1 2
Zn -0.899 -0.359 0.430
Br -8.246 -0.815 0.245
C -6.424 -0.372 0.475
C -6.008 0.959 0.346
C -4.692 1.299 0.532
C -3.695 0.337 0.841
O -2.476 0.728 1.047
C -4.141 -1.016 0.933
C -3.257 -2.083 1.310
N -1.982 -2.017 1.185
C -1.138 -2.972 1.772
C -1.344 -4.323 1.819
C -0.444 -5.155 2.520
C 0.622 -4.626 3.189
C 0.861 -3.230 3.154
C 1.897 -2.595 3.880
C 2.028 -1.240 3.816
C 1.168 -0.512 2.966
N 0.211 -1.063 2.267
C 0.009 -2.409 2.397
C -5.505 -1.336 0.782
H -6.735 1.723 0.106
H -4.382 2.332 0.446
H -3.711 -2.969 1.763
H -2.209 -4.756 1.332
H -0.624 -6.221 2.546
H 1.288 -5.260 3.758
H 2.562 -3.191 4.493
H 2.789 -0.717 4.378
H 1.290 0.556 2.848
H -5.820 -2.365 0.903
C 3.366 -1.959 -2.728
C 2.783 -2.896 -1.678
N 1.398 -3.283 -1.938
C 1.194 -4.381 -2.888
C 0.985 -3.936 -4.332
C 0.360 -2.588 -1.427
C -1.016 -3.131 -1.684
N 0.474 -1.502 -0.718
H 4.343 -1.597 -2.411
H 2.717 -1.096 -2.887
H 3.492 -2.469 -3.681
H 2.844 -2.458 -0.681
H 3.367 -3.816 -1.630
H 0.357 -4.994 -2.556
H 2.078 -5.016 -2.820
H 0.214 -3.169 -4.404
H 0.673 -4.784 -4.940
H 1.896 -3.530 -4.765
H -1.232 -3.167 -2.751
H -1.748 -2.502 -1.193
H -1.106 -4.144 -1.293
H 1.433 -1.187 -0.627
C -1.700 3.381 -2.292
Si 0.071 2.789 -2.033
C 0.473 1.350 -3.190
C 1.190 4.217 -2.509
Ge 0.496 2.142 0.254
Si -0.466 3.575 1.937
C 0.468 5.196 1.776
C -0.163 2.827 3.628
C -2.291 3.904 1.747
Si 2.916 2.132 0.466
C 3.597 3.856 0.166
C 3.620 0.970 -0.829
C 3.627 1.611 2.128
H -1.691 4.169 -3.048
H -2.134 3.803 -1.386
H -2.373 2.607 -2.660
H -0.186 1.352 -4.061
H 0.393 0.381 -2.695
H 1.496 1.447 -3.560
H 0.898 4.550 -3.509
H 2.236 3.916 -2.557
H 1.106 5.071 -1.837
H 1.521 5.092 2.032
H 0.030 5.926 2.462
H 0.402 5.609 0.769
H 0.900 2.693 3.833
H -0.666 1.863 3.720
H -0.565 3.486 4.401
H -2.568 4.185 0.731
H -2.572 4.728 2.408
H -2.857 3.020 2.027
H 3.197 4.357 -0.711
H 4.679 3.759 0.037
H 3.431 4.504 1.026
H 3.265 1.210 -1.832
H 3.351 -0.066 -0.611
H 4.711 1.028 -0.835
H 3.120 2.068 2.979
H 4.669 1.940 2.160
H 3.623 0.529 2.256
N -2.112 -0.056 -1.601
H -2.382 0.918 -1.524
H -2.980 -0.583 -1.619
H -1.647 -0.184 -2.493
*
```

Results
- energy above the lowest of the compared OMol25 structures with the same formula, charge and spin (kJ/mol) = 0.0
- DFT total energy (eV) = -241130.6443
- frontier orbital gap (spin up / spin down) (eV) = 6.990 / 5.944
- largest force on an atom (eV/Å) = 0.56



[3]
This record from the OMol25 dataset describes 2 unconnected molecules or ions with the total composition C4H12NP in a non-equilibrium geometry. The level of theory is the ωB97M-V functional and the def2-TZVPD basis.

```
! wB97M-V def2-TZVPD RIJCOSX def2/J DEFGRID3
* xyz 0 1
C -0.568 -1.076 -1.006
C 0.834 0.931 -1.534
C 1.400 -0.341 0.418
C 0.142 0.148 -0.341
N -0.487 1.048 0.539
P -1.339 -0.329 2.965
H 0.087 -1.614 -1.706
H -1.020 -1.649 -0.189
H -1.413 -0.926 -1.622
H 1.384 1.700 -0.999
H 0.152 1.386 -2.106
H 1.312 0.265 -2.173
H 2.129 0.451 0.588
H 1.026 -0.902 1.231
H 1.974 -0.937 -0.416
H -1.480 1.402 0.232
H -0.072 -0.311 3.495
H -1.506 0.975 3.656
*
```

Results
- energy above the lowest of the compared OMol25 structures with the same formula, charge and spin (kJ/mol) = 469.9
- DFT total energy (eV) = -15116.9421
- frontier orbital gap (spin up / spin down) (eV) = 8.510 / 7.995
- largest force on an atom (eV/Å) = 4.12



[4]
This record from the OMol25 dataset describes a molecular structure, C28H40AsIrN6OS. The level of theory is the ωB97M-V functional and the def2-TZVPD basis.

```
! wB97M-V def2-TZVPD RIJCOSX def2/J DEFGRID3
* xyz 2 1
Ir -0.563 0.772 1.336
N -2.892 4.393 1.375
C -2.312 3.196 1.529
S -1.374 2.592 0.180
N -2.504 2.578 2.677
N -1.887 1.361 2.744
C -2.016 0.656 3.807
C -1.255 -0.591 3.852
C -1.187 -1.406 4.968
C -0.450 -2.580 4.892
C 0.178 -2.912 3.701
C 0.070 -2.045 2.628
N -0.623 -0.908 2.702
H -2.844 4.873 0.493
H -3.558 4.706 2.063
H -2.655 0.987 4.617
H -1.708 -1.127 5.873
H -0.377 -3.233 5.751
H 0.748 -3.824 3.601
H 0.540 -2.260 1.677
C 5.024 -0.714 -2.655
C 3.767 -0.084 -3.277
C 3.252 -0.998 -4.388
C 4.119 1.285 -3.879
C 2.736 0.116 -2.178
C 3.011 0.943 -1.085
C 2.084 1.111 -0.084
N 0.891 0.506 -0.103
C 0.588 -0.269 -1.159
C 1.485 -0.488 -2.191
C -0.781 -0.809 -1.111
C -1.332 -1.634 -2.076
C -2.630 -2.114 -1.947
C -3.325 -1.721 -0.800
C -2.733 -0.893 0.123
N -1.479 -0.437 -0.023
C -3.288 -3.014 -2.980
C -4.545 -2.306 -3.512
C -3.687 -4.332 -2.298
C -2.357 -3.321 -4.152
H 5.781 -0.850 -3.427
H 4.804 -1.691 -2.222
H 5.455 -0.083 -1.877
H 4.021 -1.100 -5.152
H 2.363 -0.589 -4.874
H 3.025 -2.001 -4.020
H 4.841 1.152 -4.683
H 4.567 1.953 -3.142
H 3.236 1.774 -4.294
H 3.956 1.461 -1.007
H 2.280 1.736 0.772
H 1.198 -1.127 -3.011
H -0.737 -1.904 -2.935
H -4.340 -2.048 -0.623
H -3.256 -0.564 1.010
H -5.272 -2.116 -2.722
H -5.026 -2.937 -4.259
H -4.293 -1.354 -3.983
H -4.397 -4.175 -1.486
H -2.814 -4.850 -1.897
H -4.161 -4.988 -3.029
H -2.067 -2.416 -4.691
H -2.876 -3.967 -4.859
H -1.456 -3.848 -3.832
C 0.462 3.417 4.992
As 1.311 3.030 3.329
C 3.189 2.863 3.646
C 0.994 4.472 2.112
O 0.746 1.525 2.783
H 0.879 4.332 5.412
H 0.638 2.588 5.674
H -0.606 3.542 4.818
H 3.625 3.851 3.783
H 3.661 2.361 2.804
H 3.343 2.267 4.544
H 1.843 5.154 2.135
H 0.092 5.001 2.414
H 0.861 4.075 1.108
*
```

Results
- energy above the lowest of the compared OMol25 structures with the same formula, charge and spin (kJ/mol) = 0.0
- DFT total energy (eV) = -115176.5952
- frontier orbital gap (eV) = 7.499
- largest force on an atom (eV/Å) = 0.97



[5]
This record from the OMol25 dataset describes a gas-phase ion, C10H9O2 (charge +1) in a non-equilibrium geometry. The level of theory is the ωB97M-V functional and the def2-TZVPD basis.

```
! wB97M-V def2-TZVPD RIJCOSX def2/J DEFGRID3
* xyz 1 1
C -3.703 -0.612 0.249
C -2.410 -1.116 0.069
C -3.590 0.733 0.133
C -1.646 -0.020 -0.343
C 1.557 -1.606 0.055
C -0.267 -0.141 -0.426
C 2.049 -0.348 0.115
C 0.986 0.561 -0.205
C 1.013 1.924 -0.320
C 3.470 0.084 0.286
O -2.345 1.098 -0.245
O 0.184 -1.720 -0.142
H -4.693 -1.158 0.373
H -1.920 -2.115 0.017
H -4.385 1.498 0.190
H 2.123 -2.542 0.002
H 2.003 2.404 -0.236
H 0.055 2.453 -0.510
H 4.117 -0.466 -0.436
H 3.829 -0.134 1.307
H 3.571 1.222 0.069
*
```

Results
- energy above the lowest of the compared OMol25 structures with the same formula, charge and spin (kJ/mol) = 186.1
- DFT total energy (eV) = -14599.9539
- frontier orbital gap (spin up / spin down) (eV) = 6.101 / 6.057
- largest force on an atom (eV/Å) = 5.24



[6]
This record from the OMol25 dataset describes a molecular structure, C21H45AsClN2O2S in a non-equilibrium geometry. The level of theory is the ωB97M-V functional and the def2-TZVPD basis.

```
! wB97M-V def2-TZVPD RIJCOSX def2/J DEFGRID3
* xyz -1 1
C 5.708 2.671 1.640
C 7.185 2.131 1.168
C 7.386 2.014 -0.456
C 6.347 0.930 -1.163
C 6.649 -0.618 -0.649
C 5.777 -1.031 0.678
C 4.391 -1.853 0.364
C 3.624 -1.383 -1.023
C 2.262 -2.340 -1.195
C 0.895 -1.593 -0.633
C -0.098 -1.092 -1.840
C -1.717 -1.306 -1.487
C -2.010 -0.409 -0.121
As -3.972 0.010 0.219
N -4.552 -1.288 -1.033
C -4.056 -1.309 1.727
C -5.274 -2.460 1.632
O -4.696 -3.807 1.307
C -3.306 1.552 1.354
C -2.395 1.155 2.651
O -3.191 1.260 3.918
N -5.816 0.431 0.472
C -6.180 0.712 1.735
S -6.529 1.509 3.237
C -4.098 1.352 -1.306
Cl -2.569 1.879 -2.132
C -5.170 0.944 -2.497
C -5.637 2.410 -3.161
H 4.811 2.042 1.175
H 5.679 2.559 2.827
H 5.560 3.799 1.354
H 7.463 1.099 1.669
H 7.979 2.922 1.551
H 8.475 1.598 -0.659
H 7.248 3.081 -0.929
H 5.218 1.193 -0.969
H 6.539 1.023 -2.328
H 6.432 -1.345 -1.541
H 7.792 -0.664 -0.351
H 6.464 -1.762 1.313
H 5.517 -0.115 1.367
H 4.547 -3.027 0.291
H 3.652 -1.623 1.271
H 4.267 -1.540 -1.990
H 3.279 -0.248 -0.903
H 2.128 -2.695 -2.317
H 2.413 -3.340 -0.566
H 1.206 -0.644 0.017
H 0.329 -2.377 0.052
H 0.210 -1.580 -2.866
H 0.061 0.073 -1.946
H -1.826 -2.456 -1.237
H -2.331 -0.960 -2.421
H -1.527 -1.089 0.737
H -1.293 0.546 -0.071
H -4.202 -2.246 -0.859
H -5.609 -1.388 -1.049
H -4.221 -0.868 2.816
H -3.095 -2.008 1.858
H -6.143 -2.146 0.916
H -5.783 -2.619 2.701
H -4.113 -4.064 2.105
H -4.110 2.409 1.566
H -2.534 2.154 0.660
H -1.545 1.985 2.771
H -1.841 0.130 2.601
H -3.320 2.260 4.044
H -4.579 2.327 -0.808
H -6.166 0.466 -2.124
H -4.669 0.360 -3.401
H -4.733 3.039 -3.551
H -6.087 3.012 -2.234
H -6.495 2.256 -3.951
*
```

Results
- DFT total energy (eV) = -113767.0649
- frontier orbital gap (eV) = 7.171
- largest force on an atom (eV/Å) = 11.57



[7]
This record from the OMol25 dataset describes a single C11H15BrN2O molecule in a non-equilibrium geometry. The level of theory is the ωB97M-V functional and the def2-TZVPD basis.

```
! wB97M-V def2-TZVPD RIJCOSX def2/J DEFGRID3
* xyz 0 1
Br 0.771 -0.336 6.041
N 1.160 -2.828 2.716
O -0.197 0.078 0.860
C 1.226 -2.313 3.935
C 0.683 -2.087 1.677
C 0.252 -0.249 3.186
C 0.725 -1.019 4.240
C 0.229 -0.754 1.843
N 0.119 1.257 -2.165
C 1.009 2.107 -1.328
C 0.874 0.566 -3.217
C -0.382 -0.543 -0.439
C -2.187 1.221 -1.055
C -2.200 0.195 -2.185
C -0.904 0.475 -1.449
H 1.666 -2.839 4.756
H 0.718 -2.546 0.681
H -0.073 0.754 3.399
H 1.326 2.993 -1.904
H 0.482 2.427 -0.382
H 1.937 1.606 -1.023
H 0.185 0.082 -3.924
H 1.500 1.258 -3.778
H 1.531 -0.212 -2.743
H 0.561 -0.977 -0.822
H -1.132 -1.285 -0.311
H -2.674 0.916 -0.143
H -2.205 2.255 -1.279
H -2.696 -0.758 -2.004
H -2.303 0.556 -3.183
*
```

Results
- energy above the lowest of the compared OMol25 structures with the same formula, charge and spin (kJ/mol) = 303.6
- SMILES string = CN(C)C1(COc2cncc(Br)c2)CC1
- DFT total energy (eV) = -86718.5032
- frontier orbital gap (eV) = 9.313
- largest force on an atom (eV/Å) = 1.93